[1]
Entry from OMol25: a single C5H9ClN2O2 molecule (the ωB97M-V functional and the def2-TZVPD basis).

Its relative energy (zero: lowest compared OMol25 entry of this formula, charge and spin) is 62.9 kcal per mole. Its total charge is 0. The value obtained for the HOMO energy (alpha / beta) is -4.57 / -9.55 eV. The spin multiplicity is 3.

Last column: Löwdin spin population.
Positions of all 19 atoms, in Å:
Cl 2.5144 -0.6544 -1.4235  0.196
O -1.1365 -0.3393 -0.0090  0.188
O -0.4205 -1.8828 -1.8167  0.182
N -1.5165 -2.6735 -1.3595  0.032
N -0.5333 0.6879 0.8067  0.019
C -0.0814 -0.9575 -0.8884  0.585
C 0.8819 0.8525 0.2067  0.071
C -0.4579 0.0933 2.1208  0.007
C 0.9128 2.1545 -0.5324  0.045
C 1.0218 -0.2555 -0.7507  0.628
H 0.0366 -0.9397 2.0200  0.004
H -2.4210 -2.0435 -1.5702  0.002
H 0.1560 2.1872 -1.3534  0.002
H -0.0883 0.7413 2.8347  0.000
H 1.9133 2.3327 -0.9716  0.001
H -1.4676 -0.3329 2.2232  0.001
H 0.4199 3.0400 -0.0603  0.008
H 1.7012 0.7813 0.9354  0.018
H -1.4349 -2.7915 -0.4119  0.012

[2]
Entry from OMol25: a gas-phase ion, C5H9ClN5O (charge +1) (the ωB97M-V functional and the def2-TZVPD basis).

Its relative energy (zero: lowest compared OMol25 entry of this formula, charge and spin) is 57.9 kcal per mole. Its total charge is +1. Its structure (SMILES) is N/C(O)=C1\N2[C@H](Cl)C(=[NH2+])N[C@]12N. The value obtained for the HOMO energy is -11.64 eV.

Last column: Mulliken charge in e.
Positions of all 21 atoms, in Å:
Cl -1.9761 1.4236 1.1660  -0.131
O -0.2705 -0.7305 -2.9801  -0.456
N 1.3854 0.8210 0.4115  -0.146
N -2.3388 -0.9647 -1.8013  -0.443
N 0.7729 2.5693 1.7478  -0.367
N -0.3709 -0.7610 0.8130  -0.438
N 2.0691 -1.4993 0.3918  -0.542
C 0.6266 1.4245 1.2348  0.391
C -0.9770 -0.8691 -1.7730  0.201
C -0.2563 -0.8988 -0.6546  -0.496
C -0.5419 0.4797 1.5892  -0.037
C 0.9725 -0.6549 0.1068  0.835
H -0.0488 3.0421 2.1488  0.289
H -0.5856 -1.3817 -3.6283  0.363
H 2.0914 -1.8451 1.3359  0.243
H 1.5063 3.2773 1.3459  0.297
H 2.1470 1.2771 -0.1152  0.255
H -2.7530 -1.2569 -2.6986  0.238
H -2.9760 -1.2756 -0.9747  0.261
H 2.1167 -2.2023 -0.2649  0.271
H -0.5931 0.0255 2.5994  0.413

[3]
Entry from OMol25: a single C5H9ClS molecule (the ωB97M-V functional and the def2-TZVPD basis).

Its relative energy (zero: lowest compared OMol25 entry of this formula, charge and spin) is 73.1 kcal per mole. Its total charge is 0. Its structure (SMILES) is CS/C(C)=C(\C)Cl. The value obtained for the HOMO energy (alpha / beta) is -7.65 / -7.82 eV.

Last column: Mulliken charge in e.
Positions of all 16 atoms, in Å:
Cl 3.2480 0.5794 0.5329  -0.187
S -0.7607 -0.7022 -0.8475  -0.178
C 0.4493 0.3807 -0.4474  0.208
C 1.9948 -0.3596 0.0126  0.348
C 0.3966 1.8687 -0.7631  -1.112
C -1.9043 -0.5177 0.5192  -0.683
C 2.0523 -1.8180 0.2276  -1.098
H 0.0048 1.9331 -1.7299  0.332
H -2.9508 -0.8580 0.0866  0.265
H -1.6851 -0.9875 1.4779  0.269
H 1.0769 -2.2736 0.3184  0.292
H 2.5607 -2.2694 -0.5934  0.281
H -1.9951 0.5600 0.5552  0.215
H 2.6098 -2.0623 1.1384  0.362
H 1.3647 2.1967 -0.5802  0.364
H -0.2641 2.3266 -0.1034  0.322

[4]
Entry from OMol25: a molecular structure, C5H9CuO3 (the ωB97M-V functional and the def2-TZVPD basis).

Its relative energy (zero: lowest compared OMol25 entry of this formula, charge and spin) is 6.6 kcal per mole. Its total charge is +1. The value obtained for the HOMO energy (alpha / beta) is -13.92 / -14.72 eV. The spin multiplicity is 2.

Last column: Löwdin spin population.
Positions of all 18 atoms, in Å:
Cu 0.0791 0.4635 -0.3535  0.252
O 0.0891 1.7141 -1.6102  0.020
O 1.7518 -0.5166 0.3388  0.327
O 0.4661 -1.4669 1.8696  0.102
C -1.2041 -3.3111 1.7491  0.006
C 0.6509 -1.0474 0.6250  0.277
C 0.8520 2.6388 -1.8823  0.001
C -0.7263 -2.0473 2.4282  0.007
C 0.5808 3.6169 -2.9439  0.000
H -1.5070 -1.2789 2.4422  0.002
H -1.5520 -3.1043 0.7286  0.003
H -0.4640 -2.2476 3.4740  0.003
H -0.4103 -4.0693 1.7268  0.000
H -0.3143 3.3635 -3.5191  0.000
H -2.0526 -3.7234 2.3129  0.000
H 0.4877 4.6085 -2.4725  0.000
H 1.4715 3.6730 -3.5893  0.000
H 1.8014 2.7346 -1.3243  0.000

[5]
Entry from OMol25: a molecular structure, C5H9ErO3 (the ωB97M-V functional and the def2-TZVPD basis).

Its total charge is +3. The value obtained for the HOMO energy (alpha / beta) is -20.21 / -21.21 eV. The spin multiplicity is 5.

Last column: Löwdin spin population.
Positions of all 18 atoms, in Å:
Er -0.6081 -1.6120 2.7490  3.946
O 0.3101 -0.0018 -1.0296  0.004
O -1.4725 1.3597 -1.0681  0.001
O -1.0523 0.0161 0.7368  0.044
C -2.7336 1.3574 -0.9379  0.000
C -0.6420 0.4737 -0.3017  0.004
C 2.1722 0.6349 -2.5064  0.000
C -3.5284 2.3420 -1.6234  0.000
C 1.5366 0.7816 -1.1582  0.000
H 2.1603 0.4250 -0.3333  0.000
H 2.3044 1.6428 -2.9232  0.000
H -3.1760 0.5667 -0.3162  0.000
H -2.9445 3.0013 -2.2688  0.000
H -4.3039 1.7810 -2.1788  0.000
H 1.0822 1.8001 -0.8329  0.000
H 3.1616 0.1681 -2.4162  0.000
H -4.0996 2.8908 -0.8528  0.000
H 1.5519 0.0424 -3.1893  0.000

[6]
Entry from OMol25: 2 unconnected molecules or ions with the total composition C5H9F2N (the ωB97M-V functional and the def2-TZVPD basis).

Its relative energy (zero: lowest compared OMol25 entry of this formula, charge and spin) is 11.8 kcal per mole. Its total charge is 0. The value obtained for the HOMO energy (alpha / beta) is -5.23 / -9.50 eV. The spin multiplicity is 3.

Last column: Löwdin spin population.
Positions of all 17 atoms, in Å:
F 2.6221 -0.5851 -1.2446  0.002
F 2.8927 -1.3387 0.7471  0.009
N -0.7207 -1.7839 -0.6650  0.980
C 1.9755 0.8576 0.5578  0.005
C -1.8234 -0.9303 -0.4749  0.116
C 1.3744 1.8765 -0.3798  0.001
C -0.0946 -2.3798 0.2485  0.628
C 2.4974 -0.2561 0.0457  0.009
H 0.7838 -2.9722 0.0370  0.077
H -1.4042 0.0040 -0.5945  0.014
H 1.0747 2.6641 0.1972  0.000
H 1.9949 0.9592 1.5952  0.001
H -2.6430 -0.8884 -1.1725  0.008
H 0.4614 1.6282 -0.9899  0.001
H -2.1722 -0.8051 0.5165  0.035
H 2.0449 2.3605 -0.9842  0.000
H -0.2932 -2.4309 1.3936  0.117

[7]
Entry from OMol25: a gas-phase ion, C5H9F5NO2 (charge +1) (the ωB97M-V functional and the def2-TZVPD basis).

Its relative energy (zero: lowest compared OMol25 entry of this formula, charge and spin) is 0.0 kcal per mole. Its total charge is +1. Its structure (SMILES) is C[C@@](F)(CO)C(F)(F)[N+](F)(F)CO. The value obtained for the HOMO energy is -15.25 eV.

Last column: Mulliken charge in e.
Positions of all 22 atoms, in Å:
F -1.5765 -0.2921 1.0169  -0.264
F 0.1218 1.4399 2.1440  -0.341
F 0.0404 -1.2240 2.0749  -0.263
F 0.0518 -2.6989 0.2311  -0.143
F 1.0600 -1.2195 -0.8553  -0.137
O -2.2779 -2.2361 -0.5440  -0.405
O 0.0830 1.3138 -1.3847  -0.522
N -0.1522 -1.4838 -0.2655  0.740
C -0.2858 -0.5304 0.9634  0.391
C -1.3146 -1.5303 -1.2152  -0.352
C -0.1481 1.8984 -0.1224  -0.768
C 2.0084 0.7719 0.7702  -1.362
C 0.5731 0.9814 0.8982  1.239
H -0.7011 -2.1580 -2.0128  0.327
H 2.3017 0.8042 -0.3088  0.343
H -3.0875 -1.7851 -0.6542  0.373
H 2.4269 1.8332 1.1415  0.364
H -1.3641 -0.4012 -1.5293  0.369
H -1.3119 1.8375 0.0845  0.278
H 0.0533 2.9674 0.0095  0.447
H 2.5610 0.0156 1.3480  0.325
H 0.9382 1.6963 -1.7900  0.362

[8]
Entry from OMol25: a gas-phase ion, C5H9FN (charge +1) (the ωB97M-V functional and the def2-TZVPD basis).

Its relative energy (zero: lowest compared OMol25 entry of this formula, charge and spin) is 64.4 kcal per mole. Its total charge is +1. Its structure (SMILES) is CC(C)C[N+]#CF. The value obtained for the HOMO energy is -15.62 eV.

Last column: Mulliken charge in e.
Positions of all 16 atoms, in Å:
F 0.7128 0.9475 3.2893  -0.099
N 0.8531 1.4166 0.9340  0.180
C 0.8103 1.1834 2.0718  0.548
C 0.6054 -1.3663 -0.2855  -1.481
C -0.1110 -0.1441 -0.7615  0.208
C 0.7611 1.2211 -0.4331  -0.526
C -1.6172 -0.2998 -0.2245  -1.274
H 1.7086 -1.2223 -0.6883  0.291
H -0.1401 -0.2626 -1.7605  0.462
H 0.1946 -2.2145 -0.6825  0.500
H 1.7221 1.3971 -0.9777  0.410
H -1.9042 -1.2116 -0.6255  0.423
H -1.7220 -0.3286 0.8561  0.318
H 0.4281 -1.5320 0.7648  0.383
H -2.3789 0.3587 -0.6966  0.346
H 0.0772 2.0575 -0.7805  0.311

[9]
Entry from OMol25: 2 unconnected molecules or ions with the total composition C5H9FN3O2 (the ωB97M-V functional and the def2-TZVPD basis).

Its relative energy (zero: lowest compared OMol25 entry of this formula, charge and spin) is 107.2 kcal per mole. Its total charge is +1. The value obtained for the HOMO energy (alpha / beta) is -14.55 / -14.55 eV.

Last column: Mulliken charge in e.
Positions of all 20 atoms, in Å:
F -2.2571 0.6392 1.9786  -0.259
O -1.5431 1.7763 -2.3461  -0.558
O -3.1503 0.3412 -2.0137  -0.492
N 0.5226 0.0875 -1.2977  -0.126
N 0.2955 -0.2694 0.8467  -0.093
N -2.3639 1.1795 -1.6252  0.934
C -0.1993 0.1332 -0.2521  0.052
C 1.6779 -0.8201 0.6186  -0.429
C -2.2244 1.3878 -0.2689  -0.190
C -2.9677 0.6521 0.8299  -0.298
C 1.8745 -0.5960 -0.8882  -0.503
H -1.5545 2.2433 -0.0135  0.510
H 1.9039 -1.3970 -1.6943  0.315
H -3.4164 -0.3807 0.7650  0.305
H 2.6529 0.1424 -1.1400  0.306
H 2.4881 -0.2296 1.1549  0.326
H 0.3445 0.8608 -1.9768  0.309
H -4.0092 1.1457 1.1550  0.296
H 1.6606 -1.8484 0.7873  0.321
H -0.1587 -0.0829 1.7806  0.275

[10]
Entry from OMol25: a single C5H9FO molecule (the ωB97M-V functional and the def2-TZVPD basis).

Its relative energy (zero: lowest compared OMol25 entry of this formula, charge and spin) is 33.6 kcal per mole. Its total charge is 0. Its structure (SMILES) is C=CC[C@@H](O)CF. The value obtained for the HOMO energy is -9.75 eV.

Last column: Mulliken charge in e.
Positions of all 16 atoms, in Å:
F -1.9517 -1.2642 -0.2815  -0.310
O -0.2142 1.7848 -0.1758  -0.580
C -0.7331 0.6531 0.4440  -0.035
C -1.5847 0.0233 -0.6186  -0.414
C 1.1150 -0.9935 0.1767  0.166
C 0.1661 -0.3512 1.1116  -0.669
C 1.6941 -0.3639 -0.8424  -0.826
H -1.4744 1.0610 1.1598  0.286
H -2.4354 0.6386 -0.8903  0.315
H 0.7428 1.9199 0.0874  0.356
H 1.6007 0.6947 -1.0312  0.153
H 1.4068 -2.0487 0.4442  0.267
H 0.7188 0.1761 1.9220  0.326
H -0.5087 -1.0499 1.5518  0.383
H -0.8693 -0.0565 -1.4545  0.306
H 2.3273 -0.8237 -1.6031  0.276

[11]
Entry from OMol25: a single C5H9FO2 molecule (the ωB97M-V functional and the def2-TZVPD basis).

Its relative energy (zero: lowest compared OMol25 entry of this formula, charge and spin) is 47.0 kcal per mole. Its total charge is 0. Its structure (SMILES) is C=CO[C@H](CF)OC. The value obtained for the HOMO energy is -9.15 eV.

Last column: Mulliken charge in e.
Positions of all 17 atoms, in Å:
F -0.7469 -2.2966 -1.1291  -0.304
O -0.3708 -0.3072 1.7124  -0.387
O -0.6090 0.2706 -0.5049  -0.362
C 0.2758 0.9004 -1.4063  0.127
C -0.8648 -2.0197 0.1907  -0.456
C -0.1159 -0.7189 0.4122  0.178
C -0.1350 1.6584 -2.4327  -0.711
C 0.5914 0.6834 2.0988  -0.726
H 0.3860 1.0144 3.0832  0.295
H 1.3189 0.7847 -1.1428  0.290
H -1.9478 -1.9313 0.3816  0.254
H 0.5968 1.5200 1.4457  0.322
H 0.7045 2.0246 -3.0657  0.225
H 1.5761 0.2756 1.9233  0.306
H -1.2103 1.9551 -2.5602  0.253
H 0.9818 -0.9538 0.2901  0.411
H -0.4309 -2.8598 0.7036  0.284

[12]
Entry from OMol25: a single C5H9FO2 molecule (the ωB97M-V functional and the def2-TZVPD basis).

Its relative energy (zero: lowest compared OMol25 entry of this formula, charge and spin) is 22.3 kcal per mole. Its total charge is 0. Its structure (SMILES) is C[C@@]1(F)C[C@@H](O)[C@H]1O. The value obtained for the HOMO energy is -9.99 eV.

Last column: Mulliken charge in e.
Positions of all 17 atoms, in Å:
F -1.0305 1.0951 1.4273  -0.366
O 1.9038 0.9933 -1.5434  -0.572
O -0.2644 -0.5520 -1.6945  -0.627
C 1.0563 0.2109 0.7415  -0.813
C -0.4347 0.0834 0.6580  1.234
C -1.1254 -1.2394 1.0854  -1.562
C -0.4394 0.4862 -0.7900  -0.170
C 0.9439 1.0849 -0.5334  -0.330
H 1.5629 -0.7568 0.5213  0.234
H -1.1403 -0.9616 -1.8308  0.324
H -2.1897 -1.0768 0.9886  0.395
H -0.7296 -2.0635 0.4982  0.395
H 0.8736 2.1491 -0.2583  0.336
H 1.6634 0.1710 -2.0141  0.352
H -1.2104 1.1584 -1.1010  0.497
H 1.4944 0.6645 1.6655  0.344
H -0.9340 -1.4465 2.1797  0.329

[13]
Entry from OMol25: a single C5H9FO2 molecule (the ωB97M-V functional and the def2-TZVPD basis).

Its relative energy (zero: lowest compared OMol25 entry of this formula, charge and spin) is 16.7 kcal per mole. Its total charge is 0. Its structure (SMILES) is C[C@]1(O)[C@@H](O)C[C@@H]1F. The value obtained for the HOMO energy is -10.15 eV.

Last column: Mulliken charge in e.
Positions of all 17 atoms, in Å:
F -1.1009 -1.5049 1.4618  -0.370
O 0.6422 -1.0953 -1.3938  -0.622
O -0.6794 1.1966 -1.7798  -0.581
C -0.1824 1.0743 -0.4765  -0.066
C 0.3374 -0.3677 -0.2155  1.022
C -1.3049 0.8039 0.5413  -0.903
C 1.4301 -0.4704 0.8308  -1.611
C -1.0564 -0.6978 0.3384  -0.068
H 1.5638 -1.5016 1.1278  0.363
H 1.1708 0.1136 1.7165  0.336
H -1.7107 -1.1268 -0.4149  0.321
H -1.0284 1.1232 1.5682  0.255
H 1.5963 -1.0299 -1.4848  0.334
H 2.3896 -0.1058 0.4334  0.489
H -0.3012 0.4859 -2.2904  0.392
H -2.2550 1.2045 0.2762  0.369
H 0.4891 1.8981 -0.2389  0.341

[14]
Entry from OMol25: a single C5H9FO2 molecule (the ωB97M-V functional and the def2-TZVPD basis).

Its relative energy (zero: lowest compared OMol25 entry of this formula, charge and spin) is 27.2 kcal per mole. Its total charge is 0. Its structure (SMILES) is O[C@@H]1CC(F)C[C@H]1O. The value obtained for the HOMO energy is -10.31 eV.

Last column: Mulliken charge in e.
Positions of all 17 atoms, in Å:
F 2.1335 -0.6293 -0.4461  -0.342
O 0.6621 1.9129 -0.7495  -0.552
O -2.2248 -0.2458 0.1872  -0.562
C 1.0122 -0.7920 0.3185  0.255
C -0.2180 1.1735 0.1754  0.013
C 0.7319 0.4898 1.1231  -1.085
C -0.0975 -1.0978 -0.6221  -0.925
C -1.0383 0.0757 -0.5329  0.065
H 0.2273 -1.0696 -1.6270  0.290
H 1.3227 -1.6211 1.0581  0.333
H 0.1338 0.0383 2.0180  0.331
H -1.0101 1.9014 0.5534  0.379
H 1.6752 0.9363 1.4646  0.348
H 1.4290 1.3783 -0.7939  0.366
H -2.7024 -0.9737 -0.2075  0.313
H -0.6340 -2.0751 -0.5502  0.389
H -1.4025 0.5983 -1.3693  0.385

no.,maximum force (eV/Å)
1,10.4
2,6.0
3,8.0
4,3.5
5,3.8
6,6.8
7,4.6
8,5.1
9,5.8
10,3.1
11,1.8
12,3.4
13,1.1
14,3.7